No. 1
C10H32N7O9 | the ωB97M-V functional and the def2-TZVPD basis

Summary:
* F_max: 0.0126 Eh/bohr
* energy relative to the best compared isomer or geometry (same formula, charge and spin): 0.0 kJ/mol
* charge: -1
* M: 394.4 g/mol
* E_tot: -39750.6335 eV
* LUMO energy: 0.10146 hartree
* HOMO-LUMO gap: 9.87 eV
* spin multiplicity: 1

Structure (XYZ):
```
58
C10H32N7O9 | the Open Molecules 2025 dataset | the ωB97M-V functional and the def2-TZVPD basis
O 1.7323 -1.3092 -2.0231
O -0.5202 1.6619 -0.7528
O -3.4215 1.8025 -0.8459
O 1.4727 0.9403 -0.3605
O 0.0518 1.1531 1.2544
O -0.2419 3.5895 2.7338
O -2.4957 -1.0528 -4.4408
O -0.7563 -2.9176 4.2388
O 4.6396 -0.6882 3.2125
N -1.2069 0.5597 -3.4653
N 3.9849 -0.4594 1.0487
N -1.1212 -2.2771 2.0889
N -1.0591 -1.6092 -2.7525
N 2.7203 0.4454 2.7416
N -0.4291 -0.7434 3.6532
N 0.3419 1.2552 0.0321
C 0.1181 3.3078 4.0626
C -0.7586 -2.0394 3.3858
C -3.4808 -0.5510 -0.2982
C 4.0833 -1.6074 -2.4663
C -3.8601 0.8646 0.1125
C -5.3483 1.0488 0.3134
C 2.6985 -1.4625 -3.0696
C 2.5861 -0.2682 -4.0141
C 3.8306 -0.2621 2.3965
C -1.6584 -0.7276 -3.6090
H -0.0130 4.2131 4.6556
H 4.0556 -2.2788 -1.6067
H -1.6657 1.2415 -4.0412
H -1.4302 -2.5395 -2.7402
H 1.9635 0.6285 2.0935
H 1.5446 -0.1558 -4.3124
H -3.3877 1.0543 1.0895
H -0.0327 -0.5127 4.5441
H 4.8124 -0.9432 0.7634
H -5.5308 2.0318 0.7584
H -0.8624 0.8535 -2.5592
H 2.5441 0.5462 3.7231
H -2.4000 -0.6526 -0.4087
H -5.7682 0.2963 0.9802
H 1.1598 2.9746 4.1388
H 1.8705 -0.4348 -1.6182
H -0.3540 -0.0499 2.9274
H 4.4672 -0.6389 -2.1331
H -1.4094 -3.2059 1.8528
H 2.9034 0.6247 -3.4682
H 3.2207 -0.3553 -4.8978
H -3.8559 -1.3022 0.4018
H -0.5226 2.5452 4.5268
H -0.0935 -1.4120 -2.4941
H -0.2446 2.7468 2.2552
H -2.4593 1.8326 -0.7873
H -3.9269 -0.7985 -1.2683
H 2.4265 -2.3853 -3.5845
H -5.9061 1.0502 -0.6266
H 3.3125 -0.0596 0.4180
H 4.8144 -2.0265 -3.1631
H -1.1344 -1.5417 1.4046
```

---

No. 2
C10H33B3BrN10O10P | the ωB97M-V functional and the def2-TZVPD basis

Summary:
* F_max: 0.0325 Eh/bohr
* energy relative to the best compared isomer or geometry (same formula, charge and spin): 70.9 kJ/mol
* M: 596.7 g/mol
* E_tot: -127653.7525 eV
* LUMO energy: -0.00251 hartree
* HOMO-LUMO gap: 8.47 eV
* spin multiplicity: 1

Structure (XYZ):
```
68
C10H33B3BrN10O10P | the Open Molecules 2025 dataset | the ωB97M-V functional and the def2-TZVPD basis
Br 1.0996 -3.6584 5.4811
P 3.1709 -2.8994 5.8047
O 3.7951 -1.1218 3.6590
O 2.1710 5.3227 0.1219
O -6.0075 -3.5234 -7.8458
O -3.1843 -0.3556 -0.4039
O 3.3896 -1.7855 1.3457
O 3.8142 -3.4322 3.0149
O 4.1295 -4.2561 6.0245
O -7.7553 -1.3393 -3.5443
O -0.2438 2.0213 1.5404
O 4.6437 2.5631 5.1912
N 6.6737 2.2859 6.1617
N 0.8341 7.0030 -0.5974
N -5.8806 -5.6452 -8.6297
N 5.7581 0.6258 4.8339
N -4.1875 -2.3863 -0.4151
N -6.5236 -2.5635 -5.0035
N 3.1076 7.0502 -1.0074
N -3.9656 -4.4811 -8.0701
N -5.4266 -0.4625 -0.0868
N -5.7072 -2.0590 -2.9009
C 2.4775 1.1276 1.3832
C -0.5981 1.4558 0.2908
C -4.1972 -1.0215 -0.3082
C -6.7309 -1.9485 -3.8055
C -5.3305 -4.4864 -8.1608
C 3.8971 0.6446 1.7906
C 5.6254 1.8699 5.3824
C 2.1568 2.5203 1.9116
C 0.7718 3.0098 1.4794
C 2.0463 6.3870 -0.4557
B 3.2163 -3.0528 1.8200
B 3.7024 -0.8198 2.2884
B 3.6366 -2.4521 3.9567
H -6.8801 -5.6784 -8.7081
H 6.5601 0.0416 4.9753
H 5.0282 -3.8906 6.1170
H -6.2757 -0.9890 0.0085
H -5.6884 -3.0647 -5.2364
H 3.0280 7.9266 -1.4863
H -5.8375 -1.6033 -2.0187
H -5.4657 0.5372 -0.0097
H 2.8805 3.1978 1.4627
H 1.6978 0.4584 1.7466
H -5.3437 -6.4484 -8.8955
H -4.8526 -2.5487 -3.0799
H 2.3173 2.5732 2.9866
H -5.0028 -2.9646 -0.3342
H 2.5463 -3.8557 1.2622
H 0.4920 3.8054 2.1659
H 2.3624 1.1460 0.3048
H -1.5820 1.0126 0.3721
H 4.0103 6.6226 -0.9180
H -3.2942 -2.8201 -0.5585
H -3.3882 -5.2597 -8.3243
H 6.6022 3.1957 6.5770
H 0.0750 0.6240 0.0625
H -7.2506 -2.5017 -5.6922
H 7.4919 1.7341 6.3334
H -0.5146 2.1553 -0.5397
H 4.3204 1.2974 2.5447
H 0.0367 6.5403 -0.2018
H -3.5316 -3.6412 -7.7348
H 0.8725 3.4512 0.4943
H 4.5021 0.6384 0.8900
H 0.7062 7.8783 -1.0677
H 4.9996 0.2934 4.2553
```

---

No. 3
C10H33F3N12O9 | the ωB97M-V functional and the def2-TZVPD basis

Summary:
* F_max: 0.0570 Eh/bohr
* energy relative to the best compared isomer or geometry (same formula, charge and spin): 93.6 kJ/mol
* M: 522.4 g/mol
* E_tot: -55372.2469 eV
* LUMO energy: 0.01118 hartree
* HOMO-LUMO gap: 8.83 eV
* spin multiplicity: 1

Structure (XYZ):
```
67
C10H33F3N12O9 | the Open Molecules 2025 dataset | the ωB97M-V functional and the def2-TZVPD basis
F 10.3566 17.7945 -14.1901
F 10.3806 19.0475 -12.4344
F 8.4976 18.2802 -13.1456
O 11.3417 16.6296 -11.6833
O 14.6732 11.8761 -7.6988
O 9.2339 16.5649 -10.9848
O 10.9688 19.4109 -7.5018
O 12.0498 11.7374 -5.6957
O 9.9133 13.1857 -9.0801
O 12.7822 13.0487 -10.4768
O 9.5475 16.0822 -7.5118
O 11.3566 15.3559 -9.0827
N 14.4381 11.5258 -10.7365
N 8.9083 13.5341 -11.0879
N 13.9601 14.0128 -7.7510
N 11.9445 13.4600 -4.2234
N 8.3582 17.3223 -6.0573
N 10.5865 13.4734 -6.0499
N 9.8929 19.4064 -9.5181
N 11.9222 18.3512 -9.2592
N 12.4572 11.4119 -11.9772
N 9.3650 11.4088 -10.4084
N 15.4221 13.4607 -6.1587
N 7.9459 17.3961 -8.3435
C 10.9470 19.1528 -8.6939
C 12.1690 15.7720 -12.4684
C 9.9861 16.7201 -12.1084
C 11.6024 12.8296 -5.4073
C 8.5826 16.8278 -7.3156
C 13.2257 12.0451 -11.0373
C 9.7806 17.9710 -12.9904
C 14.6412 12.9679 -7.1665
C 13.4851 15.8107 -11.6893
C 9.3782 12.7414 -10.0848
H 14.5953 10.5560 -10.9430
H 12.4694 12.9597 -3.5349
H 15.3952 14.4285 -5.9013
H 7.5755 17.9190 -5.8687
H 16.0749 12.9189 -5.6239
H 12.6962 18.1603 -8.6513
H 13.3698 13.8970 -8.5572
H 9.0447 19.4881 -8.9832
H 8.3354 17.1187 -9.2434
H 11.2629 14.4058 -9.3548
H 8.9806 14.5467 -10.9838
H 11.0143 15.9052 -9.8341
H 13.7855 16.8573 -11.6479
H 11.7666 14.7558 -12.4783
H 7.1884 18.0507 -8.3196
H 9.8822 10.8228 -9.7719
H 11.7431 14.4419 -4.2136
H 12.4192 16.1085 -13.4759
H 8.2416 13.1219 -11.7152
H 11.5372 11.8014 -12.0723
H 12.7957 10.6348 -12.5108
H 10.6586 15.4967 -8.3780
H 9.8561 18.7432 -10.2824
H 10.1657 14.3027 -5.6831
H 10.4159 13.1376 -6.9863
H 14.2841 15.2926 -12.2370
H 13.5240 15.2465 -10.7618
H 9.6564 15.8804 -12.7514
H 13.9077 14.8731 -7.2370
H 11.9378 18.1198 -10.2421
H 8.8232 16.7567 -5.3710
H 14.7773 11.9381 -9.8747
H 9.1155 10.9652 -11.2713
```

---

No. 4
C10H34BNaO10 | the ωB97M-V functional and the def2-TZVPD basis

Summary:
* F_max: 0.0265 Eh/bohr
* energy relative to the best compared isomer or geometry (same formula, charge and spin): 143.4 kJ/mol
* M: 348.2 g/mol
* E_tot: -36485.7717 eV
* LUMO energy: -0.05285 hartree
* HOMO-LUMO gap: 7.92 eV
* spin multiplicity: 1

Structure (XYZ):
```
56
C10H34BNaO10 | the Open Molecules 2025 dataset | the ωB97M-V functional and the def2-TZVPD basis
Na -2.5697 0.8789 2.6202
O -1.7271 -1.6009 -0.7488
O 1.2059 -0.9411 3.0464
O 2.4599 -0.2258 -0.1618
O -3.6470 -3.4533 -1.7911
O 2.1041 -1.0739 -3.0849
O -2.1823 3.2936 0.1880
O 0.2965 -3.5320 3.9008
O -2.0783 3.8057 2.9871
O 0.8516 -3.1318 -4.1604
O 2.3608 2.6323 -0.8670
C -3.0804 -1.2348 -0.9703
C -1.9162 4.8365 2.0151
C 3.5282 0.6709 0.0988
C 3.5638 1.8724 -0.8193
C 0.6638 -1.0165 -3.0129
C -1.3278 4.2546 0.7668
C 1.0939 -3.3252 2.7467
C 1.9765 -2.1252 2.8663
C -3.6357 -2.0546 -2.1069
C 0.0836 -1.9457 -4.0618
B -0.3523 0.8423 0.8545
H 0.8857 -3.7627 4.6255
H 1.6908 -2.9359 -4.5857
H -1.1734 5.5698 2.3586
H -0.8619 -2.3462 -3.6873
H 3.4182 1.0520 1.1245
H 3.8209 1.5879 -1.8495
H -2.9303 -3.5755 -1.1586
H -3.6494 -1.3546 -0.0294
H -3.0059 -1.8513 -2.9767
H 0.7617 -0.7571 2.2088
H 0.3830 -3.2734 1.9169
H 1.6978 2.2996 -0.2523
H 4.3697 2.5677 -0.5485
H -1.6400 2.5259 -0.0307
H 2.7134 -1.9908 2.0698
H 0.3831 0.0397 -3.0680
H 1.6194 0.0798 0.2104
H -0.1099 -0.2730 0.4636
H -0.3646 3.7864 1.0263
H 2.5751 -2.1721 3.7847
H -2.8702 5.3380 1.8340
H 1.6476 -4.2476 2.5104
H -2.4783 4.1959 3.7692
H -1.4147 -0.8612 -0.1984
H 4.4514 0.1023 0.0085
H -1.4382 1.1381 0.3751
H -4.6723 -1.7688 -2.2879
H 2.4052 -0.9915 -2.1714
H -3.1749 -0.1587 -1.1779
H -0.0881 -1.5141 -5.0514
H 0.3313 -1.3831 -2.0413
H -1.0054 5.0566 0.0904
H -0.4179 0.8719 2.0491
H 0.4694 1.5796 0.3835
```